[1]
Below is 2 unconnected molecules or ions with the total composition C4H12NO2 in a non-equilibrium geometry, with properties calculated with ωB97M-V/def2-TZVPD.

The highest occupied orbital energy comes out at -3.3517 eV. The lowest unoccupied orbital energy comes out at 4.1 eV. The HOMO-LUMO gap is 0.27552 Eh. As for the net charge: -1. The calculation puts the maximum force at 0.024 Eh/bohr.

The geometry in XYZ format:
```
19
Properties=species:S:1:pos:R:3:mulliken_charge:R:1
C -0.9646 -0.0578 -1.4909 -0.387
N 0.3979 0.1996 -1.1708 -0.305
C 1.2372 -0.8371 -0.5768 -0.721
O 1.0328 -1.0633 0.7625 -0.870
C -1.9372 0.7003 -0.5909 -0.508
C -2.2983 -0.0500 0.6754 -1.107
H -1.1961 -1.1084 -1.3208 0.298
H -1.2339 0.2058 -2.5302 0.231
H 0.5318 1.0951 -0.7301 0.211
H 2.2740 -0.5117 -0.7898 0.279
H 1.0531 -1.7590 -1.1411 0.399
H -1.4378 1.6333 -0.2778 0.257
H -2.8248 1.0552 -1.1157 0.341
H -2.8888 0.5912 1.3340 0.357
H -1.3605 -0.3490 1.1468 0.263
H -2.8578 -0.9727 0.4748 0.299
H 1.8974 0.8794 2.7594 0.252
H 1.6710 0.1620 1.3556 0.485
O 2.0650 1.0270 1.8277 -0.773
```

---

[2]
Below is 2 unconnected molecules or ions with the total composition C4H12NO2 in a non-equilibrium geometry, with properties calculated with ωB97M-V/def2-TZVPD.

The highest occupied orbital energy comes out at -2.5260 eV. The lowest unoccupied orbital energy comes out at 4.0 eV. The HOMO-LUMO gap is 0.23852 Eh. As for the net charge: -1. The calculation puts the maximum force at 0.051 Eh/bohr.

The geometry in XYZ format:
```
19
Properties=species:S:1:pos:R:3:mulliken_charge:R:1
C -1.3181 0.5262 1.0328 -1.361
C -0.4132 -0.6419 0.6392 0.383
C -1.1098 -1.6792 -0.2518 -1.145
N 0.7705 -0.1096 -0.0554 -0.321
C 0.7337 0.2756 -1.5327 -0.427
O 1.2957 -0.7137 -2.2584 -0.886
H -0.6868 1.2561 1.5546 0.301
H -1.5457 1.0004 0.0751 0.285
H -2.2460 0.3245 1.5673 0.400
H -0.1048 -1.2958 1.4634 0.201
H -0.6304 -2.6560 -0.1784 0.327
H -2.1732 -1.8204 0.0003 0.337
H -1.0466 -1.3779 -1.2957 0.291
H 1.4486 -0.8558 -0.1503 0.247
H -0.3108 0.3194 -1.9861 0.162
H 1.1066 1.3047 -1.5234 0.261
H 2.8120 2.0139 1.1745 0.289
H 1.3977 1.6912 0.8218 0.385
O 2.0206 2.4382 0.9031 -0.728
```

---

[3]
Below is 2 unconnected molecules or ions with the total composition C4H12NO2 in a non-equilibrium geometry, with properties calculated with ωB97M-V/def2-TZVPD.

The highest occupied orbital energy comes out at -3.5437 eV. The lowest unoccupied orbital energy comes out at 4.0 eV. The HOMO-LUMO gap is 0.27687 Eh. As for the net charge: -1. The calculation puts the maximum force at 0.073 Eh/bohr.

The geometry in XYZ format:
```
19
Properties=species:S:1:pos:R:3:mulliken_charge:R:1
C 1.0345 0.6152 -1.4561 -1.031
N -0.3745 0.3484 -1.0269 -0.649
C -0.2308 2.3063 0.6588 -1.569
C -0.5851 0.8183 0.3876 0.594
C 0.3139 -0.0685 1.2304 -0.714
O -0.0716 -1.4789 1.2854 -0.824
H 1.8165 0.0115 -1.0076 0.304
H 1.2116 0.3679 -2.5511 0.310
H 1.1479 1.6647 -1.3410 0.337
H -0.5338 -0.7098 -1.2077 0.623
H 0.8254 2.4683 1.2038 0.264
H -0.7087 2.5098 1.5843 0.534
H -0.5572 3.0615 -0.0992 0.345
H -1.6494 0.7614 0.7726 0.159
H 0.3490 0.1891 2.2588 0.424
H 1.4847 -0.0149 0.8803 0.058
H -0.3830 -1.9667 0.0983 0.480
H 0.4947 -2.2116 -1.0642 0.270
O -0.4373 -2.3458 -0.9434 -0.916
```

---

[4]
Below is 2 unconnected molecules or ions with the total composition C4H12NO2, with properties calculated with ωB97M-V/def2-TZVPD.

The highest occupied orbital energy comes out at -2.7961 eV. The lowest unoccupied orbital energy comes out at 4.0 eV. The HOMO-LUMO gap is 0.24955 Eh. As for the net charge: -1. The calculation puts the maximum force at 0.019 Eh/bohr.

The geometry in XYZ format:
```
19
Properties=species:S:1:pos:R:3:mulliken_charge:R:1
C 1.2676 -0.9062 -0.6470 -1.387
C 0.2462 -0.5427 0.4234 0.637
C 0.9497 -0.1143 1.7080 -1.517
N -0.6955 0.4979 -0.0515 -0.176
C -0.0810 1.6528 -0.8063 -0.869
O 0.9924 2.2081 -0.2572 -0.853
H 1.6348 0.0017 -1.1039 0.382
H 2.1656 -1.3647 -0.1958 0.373
H 0.8793 -1.5867 -1.3959 0.287
H -0.3816 -1.4150 0.6278 0.248
H 1.5607 0.7506 1.4561 0.303
H 0.2247 0.2431 2.4438 0.366
H 1.5507 -0.8753 2.1978 0.441
H -1.1950 0.8572 0.7498 0.199
H 0.0937 1.1970 -1.8189 0.296
H -0.9846 2.3096 -0.9402 0.353
H -3.2718 -1.1581 -0.2585 0.290
H -2.0307 -0.6739 -0.9776 0.384
O -2.9253 -1.0810 -1.1541 -0.756
```

---

[5]
Below is 2 unconnected molecules or ions with the total composition C4H12NO2 in a non-equilibrium geometry, with properties calculated with ωB97M-V/def2-TZVPD.

The highest occupied orbital energy (spin up / spin down) comes out at 3.9387 / 0.3349 eV. The lowest unoccupied orbital energy (spin up / spin down) comes out at 6.7 / 6.6 eV. The HOMO-LUMO gap (spin up / spin down) is 0.10280 / 0.23206 Eh. As for the spin multiplicity: 2. As for the net charge: -2. The calculation puts the maximum force at 0.046 Eh/bohr.

The geometry in XYZ format:
```
19
Properties=species:S:1:pos:R:3:mulliken_spin:R:1
C 0.5284 -1.0387 -1.6873 -0.046
C -0.1872 0.0499 -0.8643 1.308
C -0.3919 -0.5088 0.5456 1.091
C 0.9302 -0.9893 1.2584 0.127
O 1.3285 -2.2694 1.1815 -0.031
N -1.4723 0.3643 -1.5558 0.005
H 1.6122 -1.0382 -1.5020 0.017
H 0.2950 -0.8972 -2.7576 -0.147
H 0.1896 -2.0214 -1.3484 0.026
H 0.4860 0.9044 -0.8541 -0.384
H -1.1731 -1.2672 0.6227 0.342
H -0.8304 0.3693 1.0470 -0.947
H 0.8707 -0.5230 2.2518 -0.095
H 1.6887 -0.2419 0.8047 -0.011
H -2.0656 0.9014 -0.9269 -0.278
H -1.9920 -0.4696 -1.8047 -0.334
H -0.5160 3.1545 1.4236 -0.463
H 0.5325 2.3121 2.0293 -0.005
O 0.1666 3.2088 2.1364 0.824
```

---

[6]
Below is 3 unconnected molecules or ions with the total composition C4H12NO2 in a non-equilibrium geometry, with properties calculated with ωB97M-V/def2-TZVPD.

The highest occupied orbital energy (spin up / spin down) comes out at -8.9016 / -8.9189 eV. The lowest unoccupied orbital energy (spin up / spin down) comes out at -4.1 / -4.1 eV. The HOMO-LUMO gap (spin up / spin down) is 0.17650 / 0.17762 Eh. As for the spin multiplicity: 2. The calculation puts the maximum force at 0.057 Eh/bohr.

The geometry in XYZ format:
```
19
Properties=species:S:1:pos:R:3:mulliken_spin:R:1
C -1.6377 0.9018 -0.1518 -0.001
O -2.0655 0.1729 -1.2468 -0.008
C -0.4019 0.2780 0.5256 0.001
C 0.6680 -0.0971 -0.4944 0.037
C 2.1194 -0.1354 0.0941 -0.055
N 2.1230 0.1583 1.4788 0.906
H -1.4097 1.9284 -0.4832 -0.003
H -2.4154 1.0189 0.6384 -0.002
H 0.0277 0.9782 1.3168 0.001
H -0.7426 -0.5259 1.0581 0.002
H 0.3865 -1.1103 -0.8982 -0.004
H 0.5703 0.5246 -1.4010 -0.007
H 2.7406 0.4977 -0.6021 0.036
H 2.5032 -1.2104 -0.1712 0.102
H 0.8023 1.8309 -0.1469 0.020
H 3.0722 0.3968 1.7871 -0.023
H -2.2917 -1.0941 -0.6892 0.000
H -1.5725 -2.4654 -0.3446 0.000
O -2.4762 -2.0480 -0.2693 -0.002
```

---

[7]
Below is a molecular structure, C4H12NO2 in a non-equilibrium geometry, with properties calculated with ωB97M-V/def2-TZVPD.

The highest occupied orbital energy comes out at -14.3569 eV. The lowest unoccupied orbital energy comes out at -3.1 eV. The HOMO-LUMO gap is 0.41312 Eh. As for the net charge: +1. The calculation puts the maximum force at 0.124 Eh/bohr.

The geometry in XYZ format:
```
19
Properties=species:S:1:pos:R:3:mulliken_charge:R:1
O -0.4896 -1.8779 -0.7610 -0.411
C -1.2752 -1.4972 0.0585 -0.023
C -1.3547 0.0027 0.5596 -0.614
N -0.2459 0.8401 0.0607 -0.278
C 1.0560 0.4721 0.8185 -0.328
C 1.1181 1.0082 2.1980 -1.139
H -2.0798 -2.2552 0.2514 0.414
H -2.2151 0.3417 0.0757 0.437
H -1.3429 0.0235 1.6830 0.316
H -0.6342 1.7445 0.1116 0.366
H 0.1011 0.7430 -1.1676 0.486
H 1.8520 0.8984 0.2607 0.382
H 1.0887 -0.6224 0.7455 0.310
H 0.5323 0.4203 2.9506 0.355
H 0.8875 2.1186 2.3079 0.299
H 2.1463 0.8497 2.5598 0.375
H 0.6874 -0.4499 -2.7366 0.367
H 0.8766 1.1331 -3.1700 0.294
O 0.8091 0.5353 -2.5021 -0.608
```

---

[8]
Below is 2 unconnected molecules or ions with the total composition C4H12NO2 in a non-equilibrium geometry, with properties calculated with ωB97M-V/def2-TZVPD.

The highest occupied orbital energy comes out at -14.4441 eV. The lowest unoccupied orbital energy comes out at -3.4 eV. The HOMO-LUMO gap is 0.40452 Eh. As for the net charge: +1. The calculation puts the maximum force at 0.124 Eh/bohr.

The geometry in XYZ format:
```
19
Properties=species:S:1:pos:R:3:mulliken_charge:R:1
C -0.4455 -1.6951 1.2203 -1.070
C 1.9068 1.0479 0.3229 -0.687
C -1.4127 1.4827 -0.4220 -0.820
C -0.8800 -0.8240 0.0703 0.968
N -0.8386 -1.2267 -1.1817 -0.286
O 1.5045 0.1442 -0.6448 -0.427
O -1.3262 0.3278 0.3802 -0.284
H 0.6628 -1.3509 1.5939 0.244
H -0.3239 -2.7012 0.7608 0.342
H -1.1244 -1.8373 2.0744 0.348
H 1.2828 1.2078 1.3077 0.212
H 1.9441 2.1245 -0.0539 0.244
H 2.8277 0.5952 0.7408 0.411
H -0.6672 1.6637 -1.1309 0.388
H -1.2901 2.2284 0.3750 0.319
H -2.3773 1.7120 -0.8908 0.342
H -1.1037 -0.6043 -2.0110 0.265
H 2.2672 -0.2219 -1.0532 0.325
H -0.6064 -2.0726 -1.4581 0.164
```

---

[9]
Below is 3 unconnected molecules or ions with the total composition C4H12NO2 in a non-equilibrium geometry, with properties calculated with ωB97M-V/def2-TZVPD.

The highest occupied orbital energy comes out at -12.6850 eV. The lowest unoccupied orbital energy comes out at -5.7 eV. The HOMO-LUMO gap is 0.25803 Eh. As for the net charge: +1. The calculation puts the maximum force at 0.068 Eh/bohr.

The geometry in XYZ format:
```
19
Properties=species:S:1:pos:R:3:mulliken_charge:R:1
C 1.8649 -2.4588 1.8470 -0.991
C 0.8554 -1.5707 1.1968 -0.259
C 0.2116 -1.8998 0.0216 -0.103
N -0.0285 -0.8807 -0.8626 0.027
C -0.5383 -0.9247 -2.0698 -0.312
H 2.7545 -1.8546 1.6357 0.318
H 1.7248 -3.5102 1.6317 0.359
H 1.7686 -2.3788 2.9346 0.326
H 0.3174 -0.8884 1.8607 0.355
H -0.3870 -2.7905 -0.1382 0.397
H -0.1349 0.1029 -0.5201 0.340
H -1.4562 -0.4000 -2.2922 0.285
H -0.0415 -1.5505 -2.8048 0.312
H -1.1344 5.2406 -1.2844 0.320
H -1.1762 5.3178 0.2300 0.318
O -1.0273 4.6985 -0.4968 -0.630
H -1.3397 2.4884 -0.8351 0.331
H -1.2012 1.6255 0.4458 0.272
O -1.0320 1.6341 -0.5000 -0.663
```

---

[10]
Below is a molecular structure, C4H12NO2 in a non-equilibrium geometry, with properties calculated with ωB97M-V/def2-TZVPD.

The highest occupied orbital energy comes out at -13.8603 eV. The lowest unoccupied orbital energy comes out at -8.2 eV. The HOMO-LUMO gap is 0.20919 Eh. As for the net charge: +1. The calculation puts the maximum force at 0.066 Eh/bohr.

The geometry in XYZ format:
```
19
Properties=species:S:1:pos:R:3:mulliken_charge:R:1
C -0.3784 1.4754 -1.1670 -0.824
C -0.2022 1.7576 0.1986 0.032
C -0.5459 0.9403 1.2997 -0.186
N -0.5263 -1.3564 1.2628 -0.271
C -1.3377 -0.2063 0.9888 -0.293
H -1.2380 1.0701 -1.6960 0.417
H 0.1953 2.1683 -1.7772 0.327
H 0.7486 0.0726 -0.3749 0.384
H 0.1829 2.7531 0.4040 0.393
H -0.2295 1.2858 2.2847 0.380
H 0.1865 -1.4054 0.5385 0.072
H -1.4509 -0.0950 -0.0871 0.284
H -2.3559 -0.3372 1.3639 0.362
H 2.8443 -2.1646 -0.2644 0.260
H 1.2507 -1.4709 -1.0376 0.507
O 2.1235 -1.5182 -0.2406 -0.825
H 0.5242 -0.5207 -2.2179 0.355
H -0.0208 -1.2277 2.1412 0.273
O 0.2298 -1.2208 -1.6194 -0.648
```

---

Going through the records in order, we get relative energy (zero: lowest compared OMol25 entry of this formula, charge and spin) values of 0.3114; 1.1028; 2.0163; 0.4952; 0.9446; 8.0483; 2.4274; 2.8280; 5.0953; 10.4564 eV.